[1]
22
Properties=species:S:1:pos:R:3:mulliken_charge:R:1 method="wB97M-V/def2-TZVPD" mol_weight_da=141.19 largest_force_ev_per_a=4.807 homo_ev=-7.6095 smiles="CC(C)N1C=CC=C[C@@H]1F" de_lowest_kcal_mol=45.5 gap_ev=8.55
C 2.767 -0.872 -0.127 0.092
C 1.770 -1.524 0.632 -0.726
C 2.507 0.305 -0.745 -0.737
C 0.439 -1.074 0.621 0.129
C 1.329 1.073 -0.504 0.142
C -2.024 0.570 1.226 -1.275
C -2.081 -0.173 -1.246 -1.112
C -1.249 0.566 -0.161 0.124
N 0.094 0.094 0.023 0.073
F 1.447 1.984 0.506 -0.291
H 3.835 -1.334 -0.009 0.234
H 1.978 -2.386 1.292 0.312
H 3.387 0.908 -1.249 0.182
H -0.283 -1.585 1.258 0.274
H 0.965 1.685 -1.280 0.370
H -2.323 -0.572 1.549 0.239
H -1.426 0.877 2.089 0.396
H -3.018 1.210 1.190 0.312
H -2.369 -1.292 -0.993 0.250
H -1.483 -0.303 -2.244 0.298
H -3.121 0.193 -1.547 0.344
H -1.142 1.649 -0.280 0.372

***

[2]
22
Properties=species:S:1:pos:R:3:mulliken_charge:R:1 method="wB97M-V/def2-TZVPD" mol_weight_da=141.19 largest_force_ev_per_a=2.247 homo_ev="-8.7129 / -8.3764" de_lowest_kcal_mol=88.7 gap_ev="7.64 / 7.40"
C -1.139 -1.516 -2.491 -0.375
C -0.831 -2.837 -2.654 -0.101
C -0.663 -0.569 -1.516 0.239
C 0.317 -3.600 -2.509 -0.296
C 1.620 0.626 0.102 -1.519
C 0.367 -0.567 1.924 -1.628
C -0.705 1.341 0.707 -1.648
C 0.240 0.137 0.569 1.529
N -0.246 -0.856 -0.356 -0.470
F 0.170 -4.892 -2.259 -0.134
H -1.893 -1.103 -3.152 0.308
H -1.523 -3.377 -3.311 0.296
H -0.758 0.472 -1.866 0.243
H 2.328 -0.201 0.085 0.400
H 1.552 1.043 -0.902 0.351
H 1.988 1.395 0.780 0.403
H -0.615 -0.860 2.285 0.386
H 0.972 -1.464 1.818 0.398
H 0.831 0.091 2.653 0.397
H -1.723 1.000 0.884 0.403
H -0.390 1.951 1.550 0.433
H -0.693 1.962 -0.186 0.385

***

[3]
26
Properties=species:S:1:pos:R:3:mulliken_charge:R:1 method="wB97M-V/def2-TZVPD" mol_weight_da=223.25 largest_force_ev_per_a=4.562 homo_ev=-5.7679 smiles="CC(=O)[C@](F)(C1CCCC1)S(=O)(=O)[O-]" total_charge=-1 de_lowest_kcal_mol=0.0 gap_ev=9.30
C 0.634 -1.337 1.914 0.668
C -0.972 0.234 -1.718 -0.594
C -0.612 1.509 -1.045 -0.523
C -0.019 -0.868 -1.027 -1.177
C 0.935 1.361 -0.815 -1.471
C 0.927 -0.027 -0.130 0.058
C -0.200 -1.601 3.118 -1.479
C 0.475 -0.067 1.314 0.371
O 1.072 0.892 3.758 -0.769
O 1.514 -2.133 1.536 -0.645
O 1.057 2.503 1.941 -0.642
O 2.919 0.883 2.143 -0.689
F -0.851 0.404 1.560 -0.451
S 1.510 1.221 2.406 1.348
H -2.038 -0.033 -1.678 0.329
H -0.766 0.371 -2.807 0.273
H -0.842 2.338 -1.653 0.505
H -0.961 1.620 0.007 0.157
H -0.376 -1.657 -0.421 0.420
H 0.543 -1.335 -1.758 0.451
H 1.446 1.159 -1.760 0.373
H 1.369 2.028 -0.198 0.624
H 1.819 -0.661 -0.124 0.692
H -1.257 -1.506 2.990 0.321
H -0.043 -0.648 3.571 0.344
H -0.048 -2.493 3.567 0.507

***

[4]
27
Properties=species:S:1:pos:R:3:mulliken_charge:R:1 method="wB97M-V/def2-TZVPD" spin_multiplicity=2 mol_weight_da=404.77 largest_force_ev_per_a=6.414 homo_ev="-12.6914 / -12.6931" total_charge=+1 gap_ev="8.96 / 6.60"
O -1.192 2.220 1.464 -0.238
Hg -4.479 2.883 1.003 0.600
O -3.083 1.800 0.402 -0.687
C -1.883 1.613 0.560 0.969
O -1.241 0.624 -0.048 -0.074
C -1.651 -0.676 0.152 -0.069
C 0.255 2.040 1.541 -0.024
C 0.818 3.137 2.403 -1.278
H 0.452 1.047 1.959 0.237
H 0.645 2.080 0.517 0.316
H 0.267 3.221 3.348 0.338
H 1.862 2.883 2.633 0.377
H 0.800 4.103 1.883 0.324
C -1.881 -1.435 -0.967 -0.465
H -2.316 -2.426 -0.824 0.343
H -2.026 -0.890 -1.905 0.265
C -0.160 -1.651 0.208 -0.781
C 0.968 -1.364 -0.781 -0.776
O 1.118 -2.462 -1.687 -0.292
C 2.106 -2.386 -2.561 0.639
O 2.895 -1.477 -2.661 -0.541
O 2.153 -3.522 -3.245 -0.436
H -0.715 -2.343 0.867 0.588
H 0.538 -1.788 1.063 0.416
H 1.910 -1.236 -0.232 0.527
H 0.862 -0.432 -1.350 0.348
H 2.980 -3.562 -3.742 0.376

***

[5]
29
Properties=species:S:1:pos:R:3:mulliken_charge:R:1 method="wB97M-V/def2-TZVPD" mol_weight_da=260.48 largest_force_ev_per_a=2.816 homo_ev=-1.3200 total_charge=-2 de_lowest_kcal_mol=33.0 gap_ev=6.23
Mg -0.346 -0.438 0.176 1.153
C -0.051 -3.920 1.964 -1.180
C -0.104 -2.539 1.389 1.388
O -1.238 -2.010 1.113 -0.697
O 0.874 -1.866 1.006 -0.603
H -1.022 -4.385 2.124 0.306
H 0.507 -3.979 2.899 0.297
H 0.446 -4.590 1.257 0.265
C -3.464 2.682 0.267 -1.097
C -1.996 2.257 0.075 0.630
O -1.682 1.015 0.211 -0.413
O -1.167 3.161 0.035 -0.615
H -4.069 1.775 0.366 0.258
H -3.808 3.328 -0.538 0.283
H -3.572 3.193 1.224 0.273
C -0.161 -0.017 -4.069 -1.094
C 0.303 0.226 -2.648 0.816
O 0.150 -0.666 -1.752 -0.768
O 0.691 1.381 -2.415 -0.621
H -1.109 0.511 -4.175 0.206
H -0.253 -1.072 -4.341 0.290
H 0.551 0.426 -4.767 0.289
C 3.263 0.371 1.859 -0.910
C 2.433 1.332 1.025 0.406
O 2.970 2.369 0.578 -0.757
O 1.237 1.011 0.745 -0.867
H 2.730 -0.398 2.419 0.216
H 3.791 0.960 2.624 0.298
H 4.097 -0.119 1.350 0.249